This record from OMol25 describes C19H26N2 as an isolated structure. The level of theory is the ωB97M-V functional and the def2-TZVPD basis.

Results
Energy relative to the best compared isomer or geometry (same formula, charge and spin)   369.26 kcal per mole
HOMO   -7.517 eV
Gap between HOMO and LUMO   8.135 eV
LUMO   0.618 eV
E   -23089.91598 eV

```
! wB97M-V def2-TZVPD RIJCOSX def2/J DEFGRID3
* xyz 0 1
C -5.3281 -2.7335 1.1394
C -4.8874 -1.2581 0.9919
C -4.5018 -0.7246 -0.4456
C -4.3720 0.6577 -0.5815
C -3.2672 1.0739 0.1537
C -1.9844 0.5071 0.1430
C -1.4837 0.6366 -1.1610
H -2.0796 0.2897 -2.1608
H -1.4034 1.8506 -1.6641
C 0.0445 0.1258 -1.4826
C 1.0068 1.1523 -0.7296
N 0.7268 2.2297 -0.4379
C 1.8951 2.7246 0.1808
H 1.3949 3.7285 0.9695
C 2.9094 2.1032 0.9739
C 3.2007 0.8539 0.4651
C 2.3938 0.1751 -0.4794
N 2.8335 -0.8719 -0.9910
C 4.2236 -0.9138 -0.6241
C 5.0043 -1.9906 -0.6862
C 6.1860 -2.0010 -0.2163
C 6.4069 -0.8726 0.9323
C 5.6229 0.1596 1.0794
C 4.3412 0.0825 0.5253
H 5.8570 1.0074 1.4785
H 7.5611 -0.9545 1.2762
H 6.9748 -2.9581 -0.2933
H 4.8464 -2.6711 -1.5316
H 2.3406 -1.4296 -1.6511
H 3.8299 2.7051 1.3529
H 2.5179 1.9455 2.0269
H 2.3449 3.4354 -0.6370
H 0.0433 -0.8185 -1.0840
H 0.2608 0.0181 -2.5552
H -2.0203 -0.5345 0.3408
H -1.1759 1.2574 0.8160
H -3.1731 2.3250 -0.0801
H -3.5645 1.1751 1.6260
H -5.3666 1.2561 -0.2655
H -4.3431 1.0456 -1.5088
H -3.6884 -1.4357 -0.5744
H -5.6078 -1.0253 -0.8602
H -4.3126 -1.0874 1.7082
H -5.9516 -0.8076 1.3577
H -5.7477 -2.9663 1.9962
H -4.3714 -3.3960 0.7231
H -6.1366 -3.0709 0.4446
*
```

This record from OMol25 describes C27H46BrNOP2SW as an isolated structure. The level of theory is the ωB97M-V functional and the def2-TZVPD basis.

Results
Energy relative to the best compared isomer or geometry (same formula, charge and spin)   0.00 kcal per mole
HOMO (spin up / spin down)   -19.617 / -19.660 eV
Expectation value of S²   2.1879
Gap between HOMO and LUMO (spin up / spin down)   4.597 / 4.181 eV
LUMO (spin up / spin down)   -15.019 / -15.479 eV
E   -133516.90139 eV

```
! wB97M-V def2-TZVPD RIJCOSX def2/J DEFGRID3
* xyz 4 3
N -4.8614 -0.6524 2.8062
C -3.8937 0.0493 3.4033
C -2.8767 0.6854 2.6785
C -2.8257 0.5370 1.2813
C -3.9031 -0.1300 0.6579
C -4.8885 -0.7259 1.4758
C -1.6611 1.1110 0.5158
W 0.1192 -0.1151 0.0486
P 1.9010 0.6501 -1.3344
C -1.5790 0.9262 -0.9575
C -1.2585 2.1153 -1.8200
C -1.6041 2.0826 -3.1885
C -1.1880 3.0914 -4.0496
C -0.4160 4.1415 -3.5480
C -0.1577 4.2627 -2.1762
C -0.5990 3.2504 -1.3065
Br 0.2880 5.4486 -4.7475
H -1.3148 2.0619 0.9385
H -2.3005 0.2454 -1.4221
H -2.1219 1.2763 3.2070
H -4.0040 -0.2021 -0.4244
H -3.9060 0.0994 4.5045
H -5.7135 -1.2986 1.0210
H -2.2315 1.2561 -3.5499
H -0.4333 3.3716 -0.2350
H -1.4390 3.0516 -5.1155
H 0.3756 5.1314 -1.7971
P -0.4752 -2.2567 -0.5572
C 2.6289 2.2014 -0.6562
C 3.4250 3.1203 -1.5898
H 3.2559 1.8884 0.1897
H 1.7949 2.7705 -0.2210
H 3.7763 3.9871 -1.0141
H 4.3176 2.6407 -2.0050
H 2.8306 3.5190 -2.4190
C 1.5556 1.0598 -3.1110
C 2.7048 0.9728 -4.1219
H 1.1029 2.0611 -3.1118
H 0.7545 0.3828 -3.4386
H 2.3226 1.2148 -5.1244
H 3.5211 1.6762 -3.9191
H 3.1255 -0.0369 -4.1759
C 3.2610 -0.5862 -1.4026
C 4.6905 -0.0717 -1.5939
H 3.0101 -1.3100 -2.1918
H 3.2121 -1.1445 -0.4589
H 5.3810 -0.9236 -1.5703
H 4.8450 0.4305 -2.5535
H 5.0002 0.6113 -0.7974
C 0.4790 -3.6586 0.2137
C 1.9902 -3.6149 0.0429
H 0.0776 -4.5770 -0.2504
H 0.1973 -3.6801 1.2780
H 2.4406 -4.5028 0.5119
H 2.2870 -3.6148 -1.0133
H 2.4477 -2.7363 0.5133
C -0.2855 -2.6692 -2.3428
C -1.1621 -1.8236 -3.2584
H -0.5450 -3.7371 -2.4357
H 0.7797 -2.5797 -2.6073
H -0.9538 -2.0727 -4.3074
H -2.2292 -2.0047 -3.0796
H -0.9885 -0.7456 -3.1340
C -2.1570 -2.9686 -0.2179
C -2.5068 -3.1988 1.2499
H -2.2025 -3.9247 -0.7676
H -2.8856 -2.2923 -0.6849
H -3.5719 -3.4538 1.3423
H -1.9299 -4.0205 1.6919
H -2.3204 -2.3044 1.8613
C 0.6230 0.6887 3.6521
S 0.5709 -0.6250 2.3689
C 1.9721 -1.5428 3.1656
O -0.5112 -1.6256 2.8430
H 1.6734 0.9600 3.8319
H 0.1707 0.2085 4.5386
H 0.0692 1.6089 3.4111
H 1.5099 -1.8906 4.1026
H 2.2429 -2.4144 2.5541
H 2.8146 -0.8651 3.3442
*
```